[1]
The following is a DFT calculation (wB97M-V/def2-TZVPD) of a structure of composition C37H30Br2NNiO4Si.

As for the HOMO energy (spin up / spin down): -5.26 / -5.26 eV. As for the orbital gap (spin up / spin down): 0.272 / 0.272 hartree. As for the total charge: -1. The LUMO energy (spin up / spin down) is 2.14 / 2.14 eV.

The geometry in XYZ format:
```
76
Properties=species:S:1:pos:R:3:forces:R:3
H -3.48342 -1.05705 3.53832 0.0 0.0 0.0
C -3.18874 -0.04008 3.78001 0.0 0.0 0.0
H 2.31561 -5.13849 -1.84076 0.0 0.0 0.0
Si -1.66960 -0.12504 1.32745 0.0 -0.1 -0.1
H -2.77792 -2.85594 0.64506 0.0 0.0 0.0
C -3.08057 -0.19347 0.07440 0.0 0.0 0.0
C -2.39524 2.52037 4.46881 0.0 0.0 0.0
Br 5.07116 4.05665 -1.55106 0.0 0.0 0.0
H -1.75447 2.75539 0.32249 0.0 0.0 0.0
H -1.67971 0.02268 -1.54381 0.0 0.0 0.0
Ni 1.01334 1.48941 -0.02371 0.0 0.2 0.0
C 0.30011 -3.42484 2.89460 0.0 0.0 0.0
C -1.21218 -1.90082 1.76234 0.0 0.0 0.0
C 1.77513 -0.53640 -1.37602 -0.2 0.0 -0.1
C 1.66888 6.40700 -1.28196 0.0 0.0 0.0
C -1.10651 3.56062 0.00324 0.0 0.0 0.0
C 4.00138 -4.01690 -2.54554 0.0 0.0 0.0
H 3.71119 6.64000 -1.81739 0.0 0.0 0.0
H -5.78390 -0.33409 -2.71988 0.0 0.0 0.0
C 1.03324 4.19155 -0.60108 0.1 0.0 0.0
C -3.28158 1.83243 5.28512 0.0 0.0 0.0
C 4.36115 -0.22457 -2.55689 0.0 0.0 0.0
C 4.79948 -5.23569 -2.93073 0.0 0.0 0.0
C 1.99868 -3.03823 -1.58604 0.0 0.0 0.0
Br 1.26364 8.23265 -1.62419 0.0 0.0 0.0
C -0.41820 -4.51302 2.41295 0.0 0.0 0.0
O 1.94762 -0.15341 -0.16282 -0.2 0.3 0.1
C -4.43356 -0.33294 0.38697 0.0 0.0 0.0
H -4.35489 -0.00284 5.58243 0.0 0.0 0.0
H 5.50188 -2.62066 -3.16973 0.0 0.0 0.0
C 4.51899 -2.74043 -2.72350 0.0 0.0 0.0
H -6.44800 -0.48744 -0.34165 0.0 0.0 0.0
C 2.36397 3.68072 -0.80423 -0.1 0.1 0.0
H 4.28146 0.37839 -1.65066 0.0 0.0 0.0
H -1.04588 6.85332 -0.79816 0.0 0.0 0.0
H 0.48166 -1.29497 2.93985 0.0 0.0 0.0
H -2.06979 3.51749 4.74117 0.0 0.0 0.0
H 0.63966 -2.83899 0.06504 0.0 0.0 0.0
H 5.40688 -0.26388 -2.86401 0.0 0.0 0.0
C 3.80586 -1.60763 -2.34482 0.0 0.0 0.0
H -1.20942 2.45948 2.68195 0.0 0.0 0.0
C -5.03043 -0.29555 -1.94206 0.0 0.0 0.0
C -2.31219 0.64180 2.93197 0.0 0.0 0.0
H -0.10116 -2.58616 -1.50460 0.0 0.0 0.0
H -2.62148 5.08649 -0.05976 0.0 0.0 0.0
O 1.05699 0.03727 -2.19895 0.0 -0.2 0.0
C -1.91745 -3.00683 1.28864 0.0 0.0 0.0
C 3.29342 4.61851 -1.24391 0.0 0.0 0.0
C 2.94619 5.95682 -1.47450 0.0 0.0 0.0
C -3.68983 -0.15321 -2.27528 0.0 0.0 0.0
C 0.65565 5.52422 -0.83966 0.0 0.0 0.0
H 3.79350 0.30053 -3.32802 0.0 0.0 0.0
H -2.08840 -5.14719 1.22545 0.0 0.0 0.0
C -0.70478 5.84111 -0.62564 0.0 0.0 0.0
H 0.31001 -4.22755 -0.97596 0.0 0.0 0.0
O 2.58533 2.43865 -0.57699 -0.2 -0.2 0.0
H 4.15706 -6.01388 -3.34595 0.0 0.0 0.0
O -0.50183 0.73687 0.71811 0.2 0.2 0.0
C 2.73831 -4.14762 -1.97996 0.0 0.0 0.0
H -0.10520 -5.52136 2.65623 0.0 0.0 0.0
H -4.74266 -0.39132 1.42540 0.0 0.0 0.0
C -0.09788 -2.13598 2.57382 0.0 0.0 0.0
C -2.72597 -0.09964 -1.27674 0.0 0.0 0.0
C -3.67569 0.54592 4.94061 0.0 0.0 0.0
C -1.57429 4.86885 -0.21700 0.0 0.0 0.0
H 5.55939 -4.99049 -3.67363 0.0 0.0 0.0
C -5.40250 -0.38324 -0.60766 0.0 0.0 0.0
C 2.54608 -1.77045 -1.77120 0.1 0.1 0.0
C 0.63673 -3.18742 -0.96876 0.0 0.0 0.0
C -1.91855 1.92714 3.30641 0.0 0.0 0.0
H -3.65544 2.29154 6.19247 0.0 0.0 0.0
N 0.15424 3.25002 -0.17110 0.2 -0.3 0.0
H 1.17629 -3.58373 3.51155 0.0 0.0 0.0
H 5.31073 -5.66168 -2.06357 0.0 0.0 0.0
C -1.52943 -4.30256 1.61106 0.0 0.0 0.0
H -3.39216 -0.08018 -3.31442 0.0 0.0 0.0
```
Forces are in eV/Å.

***

[2]
The following is a DFT calculation (wB97M-V/def2-TZVPD) of a structure of composition C37H30BrGeO3Pd.

As for the HOMO energy (spin up / spin down): -0.19 / -1.50 eV. As for the orbital gap (spin up / spin down): 0.157 / 0.205 hartree. As for the total charge: -2. The LUMO energy (spin up / spin down) is 4.09 / 4.08 eV. As for the multiplicity: 2. The expectation value of S² is 0.754.

The geometry in XYZ format:
```
73
Properties=species:S:1:pos:R:3:forces:R:3
C 2.29540 -2.29964 4.83045 0.0 0.0 0.0
C -4.15329 3.42311 -1.51101 -0.2 0.2 0.0
C 0.36359 -3.00796 0.75445 -0.6 0.0 -0.1
H -2.41296 6.32677 -1.76235 0.0 0.0 0.0
C 1.34493 2.97727 -1.72182 0.2 0.1 0.1
H -6.73135 1.19949 -1.33480 0.0 0.0 0.0
C -0.20106 0.37591 -5.27851 0.0 0.0 0.1
C 2.12710 -2.94317 2.50129 -0.1 0.0 -0.1
H 1.83784 -0.94830 3.22971 0.0 0.0 0.0
C 2.44382 -2.92114 -1.33037 -0.1 0.0 0.0
H -2.51016 0.48068 -1.03906 -0.1 0.0 0.0
H 1.57240 3.71180 -0.94492 0.0 0.0 0.0
Pd -0.37107 0.28375 0.77181 0.1 -0.1 0.4
C -0.31351 0.66433 -2.85704 0.0 0.0 -0.1
C 4.71774 -4.38259 -0.74292 -0.1 0.1 0.0
H -1.04014 -2.54098 -3.77960 0.0 0.0 0.0
C -1.76313 1.46052 3.26528 0.0 0.0 0.0
C -3.06313 2.53483 -1.36572 0.1 -0.2 0.0
H -0.52909 4.76501 -1.55424 0.1 0.0 0.0
C -3.34661 1.15516 -1.19649 0.1 -0.1 0.1
C -5.71491 1.57643 -1.34421 0.2 -0.1 0.0
C -5.47849 2.91221 -1.50185 0.1 0.0 0.0
H -0.82491 -1.12817 -1.78319 0.0 0.0 0.0
C -0.69637 1.58989 2.35484 0.0 0.1 0.0
C 4.39118 -4.12950 -2.06416 0.0 0.0 0.0
H 1.09494 3.51137 -2.64227 0.0 0.0 0.0
C 2.54021 -3.61338 5.19696 0.0 0.0 -0.1
H 0.79519 4.24261 3.98133 0.0 0.0 0.0
C -2.61498 5.26498 -1.66297 0.2 -0.1 0.0
H 5.61057 -4.94766 -0.50044 0.0 0.0 0.0
Br -1.19541 4.38526 6.17194 0.0 0.1 0.1
H -4.73864 5.49465 -1.75993 0.0 0.0 0.0
C 2.33549 -4.26803 2.88588 -0.1 -0.1 0.1
C 3.90257 -3.90944 0.28528 0.1 0.0 0.0
H 2.28046 -5.04511 2.13607 0.0 0.0 0.0
H 1.56410 -2.32779 -1.55572 0.0 0.0 0.0
H 2.70466 -5.63644 4.48623 0.0 0.0 0.0
C -0.65727 -0.68849 -2.76550 0.0 0.0 0.0
C -3.89971 4.81310 -1.65965 -0.1 -0.1 0.0
C -1.70972 3.00014 -1.39198 0.3 0.1 0.0
H -6.30198 3.61030 -1.61659 0.0 0.0 0.0
C 2.54897 -4.59856 4.21517 0.0 0.0 0.0
C 1.83060 -2.56373 1.05430 0.5 0.1 0.2
C -4.62647 0.68362 -1.18419 -0.2 0.1 0.0
C -1.53034 4.35504 -1.53544 -0.2 0.1 0.0
C -0.09189 1.17174 -4.14182 0.0 0.0 0.0
H 1.03655 2.81222 1.99671 0.0 0.0 0.0
H -0.62849 -1.59229 -6.03951 0.0 0.0 0.0
Ge -0.11163 1.74344 -1.14058 -0.6 0.0 -0.3
O 1.90994 -1.16238 0.87828 0.0 0.2 0.0
H 4.18350 -4.10392 1.31222 0.0 0.0 0.0
H 0.16953 2.21870 -4.26744 0.0 0.0 0.0
C 0.07677 3.45654 3.78203 -0.1 -0.1 -0.1
H -2.76853 2.13135 5.05936 0.0 0.0 0.0
C -1.92970 2.27001 4.38802 0.1 0.0 -0.1
O -0.48386 -2.10807 0.55046 0.2 0.0 0.0
H 2.70041 -3.87349 6.23660 0.0 0.0 0.0
C 3.24735 -3.38808 -2.35372 0.0 0.0 0.0
H -4.80430 -0.37434 -1.03577 0.0 0.0 0.0
H 2.97942 -3.16641 -3.37967 0.0 0.0 0.0
H -0.01981 0.80301 -6.25992 0.0 0.0 0.0
C 2.08552 -1.96833 3.49500 0.0 0.0 0.0
C -0.54414 -0.96590 -5.15804 0.0 0.0 0.0
C -0.77570 -1.49535 -3.89421 0.0 0.1 0.0
H 2.24364 -1.52172 5.58241 0.0 0.0 0.0
C 0.19939 2.63034 2.66593 0.0 0.0 0.0
O 0.20625 -4.23727 0.75780 0.0 -0.1 0.0
C -0.99594 3.25996 4.63303 0.0 0.0 -0.1
H -2.50872 0.68879 3.09707 0.0 0.0 0.0
H 2.24442 2.38216 -1.89753 0.0 0.0 0.0
C 2.75274 -3.18717 0.00505 0.0 -0.1 0.1
H 2.72788 -0.82274 1.25826 0.1 -0.1 -0.1
H 5.02234 -4.49894 -2.86403 0.0 0.0 0.0
```
Forces are in eV/Å.

***

[3]
The following is a DFT calculation (wB97M-V/def2-TZVPD) of a structure of composition C37H30IMnN6O5S2.

As for the HOMO energy (spin up / spin down): -10.45 / -10.46 eV. As for the orbital gap (spin up / spin down): 0.223 / 0.188 hartree. As for the total charge: +1. The LUMO energy (spin up / spin down) is -4.37 / -5.35 eV. As for the multiplicity: 4. The expectation value of S² is 3.832.

The geometry in XYZ format:
```
82
Properties=species:S:1:pos:R:3:forces:R:3
O -3.63890 2.62489 -5.05907 0.0 0.0 0.1
I 3.86856 2.50529 3.14795 -0.1 0.0 0.0
H -1.37406 -0.08138 1.28298 0.0 -0.1 0.0
N 4.09279 0.24766 1.15470 -0.1 0.0 0.1
C -2.65614 2.11056 -5.94304 0.0 0.0 0.0
C 6.16939 -0.60438 0.29763 0.0 0.0 0.0
H -2.16888 2.91390 -6.49982 0.0 0.0 0.0
C 4.79539 -0.58022 0.36124 0.0 -0.1 0.1
H -1.95252 -2.69208 2.68191 0.0 0.0 0.0
H 1.51754 -0.45787 -1.43834 0.0 0.0 0.0
H 7.96132 0.28560 1.09327 0.0 0.0 0.0
C 0.21758 2.62070 0.37778 -0.2 -0.1 0.0
H -4.15611 -3.83134 3.04662 0.0 0.0 0.0
C -1.90001 3.79319 -3.83223 -0.1 0.0 0.0
H -3.18327 1.46186 -6.63531 0.0 0.0 0.0
C -0.45914 4.90879 -0.02320 -0.1 0.1 0.0
C 2.68702 -4.36420 0.61064 0.0 0.0 0.0
O -5.88672 -6.21279 0.36558 -0.1 0.1 0.0
H 2.92154 4.56460 -0.21149 0.0 0.0 0.0
H -0.67833 -1.89015 -0.56753 0.1 -0.1 0.0
C 6.17816 1.13547 1.91748 0.0 0.0 0.0
H 2.53295 -4.09747 -1.50396 0.0 0.0 0.0
H 6.68980 1.84128 2.55424 0.0 0.0 0.0
O -6.16400 -5.18685 2.58543 0.0 0.0 -0.1
C 2.74774 -4.42884 3.10609 0.0 0.0 -0.1
C -2.07490 -2.86232 0.52477 -0.2 -0.2 0.2
C 2.55670 -3.75224 1.87773 0.1 -0.1 0.0
H -0.47250 -1.75997 1.11088 0.2 -0.3 0.0
C 4.78802 1.10615 1.91457 0.0 0.0 0.0
C -3.74615 -3.67039 2.05831 -0.4 -0.1 -0.1
O 2.43541 1.97508 0.29125 0.2 0.7 -0.3
C 0.85569 5.25256 -0.16080 0.2 -0.1 -0.1
C 2.46019 -3.64232 -0.52561 0.0 0.0 0.0
C -1.21099 0.93644 0.97433 0.0 0.0 0.1
C 2.13186 -2.27514 -0.42727 0.0 -0.1 -0.1
C 6.87966 0.27177 1.10144 0.0 0.0 0.0
H -4.63331 -4.29080 -1.19630 0.0 0.0 0.0
H 1.19142 -1.95479 -2.32439 0.0 0.0 0.0
N -1.44797 5.95494 -0.01158 -0.1 -0.4 0.0
H -2.94694 3.81459 0.60928 0.0 0.0 0.0
C -4.23127 3.91256 -3.21475 0.0 0.1 0.1
C 1.55312 2.98877 0.16759 0.3 -0.5 0.0
C 1.96028 -1.72217 3.11961 0.0 0.0 0.0
C -2.30765 1.80947 0.93846 0.0 -0.1 0.0
H -4.67101 5.17306 -1.53894 0.0 0.0 0.0
C -4.02046 -3.93536 -0.37904 -0.3 -0.2 0.3
H 2.94983 -5.41355 0.55240 0.0 0.0 0.0
H 3.03389 -5.47234 3.09765 0.0 0.0 0.0
C 1.90359 -1.45601 -1.66440 0.0 0.0 0.0
C -2.57069 5.06612 -1.90100 -0.1 0.0 0.4
H 6.66354 -1.29643 -0.36862 0.0 0.0 0.0
C -3.22692 3.42245 -4.04791 0.0 0.0 -0.2
H -2.45584 -3.14234 -1.59071 0.0 0.0 0.0
C -3.90117 4.74894 -2.17121 -0.1 -0.1 0.0
N -2.41351 5.96519 -0.78524 0.3 0.1 -0.3
C -0.81421 3.56749 0.30547 -0.2 0.1 0.0
H 1.10284 6.28977 -0.34662 0.0 0.0 0.0
S 1.30083 -0.09311 3.01944 0.1 -0.1 -0.1
H 2.82596 -1.33280 -2.23529 0.0 0.0 0.0
C 2.15384 -2.40360 4.29276 0.0 -0.1 0.1
N 2.03187 -1.68002 0.74640 -0.3 0.3 -0.2
O -6.80414 -3.95432 0.55407 0.0 0.2 0.0
H 4.22294 -1.26541 -0.24280 0.0 0.0 0.0
C 2.56005 -3.75847 4.28065 0.0 0.1 0.0
S -5.99529 -5.01937 1.16658 -0.1 -0.6 0.2
C 2.19746 -2.39707 1.90211 0.0 0.1 -0.1
H -3.28670 1.43008 1.19376 0.0 0.0 0.0
H -1.11952 3.47885 -4.50873 0.0 0.0 0.0
C -4.48576 -4.16846 0.95242 0.6 0.4 -0.2
C -2.11598 3.12208 0.60983 0.0 0.1 0.0
N -0.86623 -2.28523 0.34171 -0.2 0.3 -0.1
C -2.55476 -3.04942 1.85381 0.2 0.1 -0.3
C 1.88464 4.28457 -0.08348 -0.1 0.3 -0.1
H 1.97572 -1.90497 5.23685 0.0 0.0 0.0
H 2.70713 -4.26968 5.22232 0.0 0.0 0.0
H -1.90453 1.53220 -5.39958 0.0 0.0 0.0
Mn 1.98396 0.37746 0.93523 0.0 -0.1 0.5
H -5.25876 3.65034 -3.42645 0.0 0.0 0.0
C -2.83601 -3.30885 -0.59002 0.3 0.2 0.2
N 0.02582 1.30192 0.69739 0.1 0.0 -0.1
C -1.57589 4.60434 -2.75271 0.1 0.1 0.0
H -0.54893 4.91349 -2.62516 0.0 0.0 0.1
```
Forces are in eV/Å.

***

no.,E (Ha)
1,-8729.76742
2,-6432.51593
3,-4377.47776